# 1
{
  "formula": "C2H5Br2OPS",
  "method": "ωB97M-V/def2-TZVPD",
  "elements": ["C", "C", "O", "P", "S", "Br", "Br", "H", "H", "H", "H", "H"],
  "positions_angstrom": [[-0.0497, -0.5522, 0.0738], [-0.3882, 0.8818, 0.5385], [-1.7479, 1.1777, 0.5763], [-2.9548, 0.1397, 1.7911], [-1.8316, -0.5515, 3.1558], [-4.3588, 1.7627, 2.1549], [-3.8431, -1.3047, 0.2721], [-0.4850, -0.8386, -0.8872], [1.0358, -0.4562, -0.2702], [-0.1298, -1.2776, 0.8547], [0.0077, 1.7032, -0.2051], [0.1608, 1.1563, 1.5349]],
  "forces_ev_per_a": [[2.4, 1.9, -1.4], [1.5, 1.1, 0.1], [-3.6, -1.4, 2.0], [3.6, 1.6, -3.1], [-0.8, -0.1, 0.2], [0.1, -0.5, -0.2], [0.3, 1.0, 1.0], [-0.7, 0.0, 0.5], [-1.0, -0.4, 0.9], [-0.2, -0.5, 0.2], [-0.6, -1.7, 1.1], [-1.0, -0.8, -1.4]],
  "e_tot_ev": -164411.8808,
  "e_lumo_ev": -1.432,
  "multiplicity": 1,
  "max_force_ev_per_a": 4.964,
  "molar_mass_da": 267.910,
  "homo_lumo_gap_ev": 8.369,
  "e_above_lowest_ev": 1.3288,
  "smiles": "CCOP(=S)(Br)Br",
  "charge": 0
}

***

# 2
{
  "formula": "CH2NO2S",
  "method": "ωB97M-V/def2-TZVPD",
  "elements": ["C", "N", "O", "O", "S", "H", "H"],
  "positions_angstrom": [[-0.4506, 0.1451, 1.4980], [1.2099, 0.3799, -0.1651], [0.8346, -0.5468, -2.4366], [-0.7286, -1.3557, -0.7780], [0.3515, -0.4047, -1.0808], [-0.0236, 1.1636, 2.1925], [-1.1932, 0.6187, 0.7701]],
  "forces_ev_per_a": [[1.3, 2.7, 1.0], [-2.3, -0.1, 1.2], [-0.3, 0.0, -1.2], [0.5, 1.1, -0.4], [1.3, -1.5, 0.6], [-1.1, -2.3, -2.1], [0.7, -0.1, 0.8]],
  "e_tot_ev": -17484.8010,
  "e_lumo_ev": 4.058,
  "multiplicity": 1,
  "max_force_ev_per_a": 3.256,
  "molar_mass_da": 92.099,
  "homo_lumo_gap_ev": 8.065,
  "e_above_lowest_ev": 6.2099,
  "charge": -1
}

***

# 3
{
  "formula": "C3H6N2O",
  "method": "ωB97M-V/def2-TZVPD",
  "elements": ["C", "N", "N", "C", "C", "O", "H", "H", "H", "H", "H", "H"],
  "positions_angstrom": [[0.2489, 1.4650, 1.6843], [0.0681, 1.2425, 0.4345], [0.0486, 0.0019, -0.0294], [0.1267, -1.1360, 0.8503], [-0.3918, -0.1511, -1.3496], [-0.1407, -1.1718, -1.9373], [0.3698, 0.7252, 2.4439], [0.3434, 2.5099, 1.8529], [1.0108, -1.0448, 1.5602], [0.3895, -1.9204, 0.0860], [-0.7921, -1.4261, 1.3623], [-0.9153, 0.7521, -1.7526]],
  "forces_ev_per_a": [[-0.1, 0.3, -1.7], [-0.2, 1.0, 0.8], [-1.1, -0.2, 0.2], [2.2, -1.5, -1.2], [1.0, -0.1, 0.4], [-0.8, 0.2, -0.5], [0.1, -0.4, 0.4], [0.0, 0.6, 0.8], [-1.2, -0.1, -0.8], [-0.3, 0.2, 1.3], [0.0, 0.4, 0.1], [0.5, -0.5, 0.2]],
  "e_tot_ev": -8234.2719,
  "e_lumo_ev": 0.869,
  "multiplicity": 1,
  "max_force_ev_per_a": 2.904,
  "molar_mass_da": 86.094,
  "homo_lumo_gap_ev": 10.112,
  "e_above_lowest_ev": 2.4269,
  "smiles": "C=NN(C)C=O",
  "charge": 0
}